#a
The following is a quantum chemistry calculation of a cluster of 5 separate species, H10O5 in total, from the Open Molecules 2025 dataset.

Results
- Structure (SMILES): O.O.O.O.O
- LUMO level: 0.0178 Ha
- Frontier orbital gap: 11.1 eV
- E_HOMO: -0.390 Ha

```
! wB97M-V def2-TZVPD RIJCOSX def2/J DEFGRID3
* xyz 0 1
O 0.300 0.061 0.097
O -0.493 0.290 -2.581
O -1.078 1.876 1.808
O 3.159 0.254 0.385
O -1.865 -2.167 0.745
H -1.507 -3.076 0.940
H -0.911 -0.182 -3.248
H 0.351 0.558 -2.873
H 3.461 1.099 0.853
H -0.562 1.220 1.415
H 2.303 0.264 0.261
H -0.126 -0.708 0.170
H 0.278 0.059 -0.869
H -0.630 2.751 1.712
H -2.678 -2.300 1.185
*
```


#b
The following is a quantum chemistry calculation of a cluster of 5 separate species, H10O5 in total, from the Open Molecules 2025 dataset.

Results
- Structure (SMILES): O.O.O.O.O
- LUMO level: 0.0109 Ha
- Frontier orbital gap: 11.2 eV
- E_HOMO: -0.400 Ha

```
! wB97M-V def2-TZVPD RIJCOSX def2/J DEFGRID3
* xyz 0 1
O -0.029 1.812 2.416
O -0.826 -2.681 -0.086
O -0.507 2.138 -0.436
O 0.213 -1.470 -2.490
O 0.473 -0.318 0.490
H -0.378 -1.863 0.293
H -0.990 2.878 -0.154
H 1.133 -1.332 -2.381
H -0.686 1.926 -1.338
H 0.023 -1.820 -1.633
H -0.286 1.565 1.488
H 1.130 -0.066 1.068
H -0.521 -3.482 0.356
H 0.882 2.195 2.352
H 0.364 0.515 0.053
*
```


The structure with the least stability is #a.